Record 1
{
  "formula": "C6H10O",
  "method": "wB97M-V/def2-TZVPD",
  "lumo_ev": [-0.78, -0.78],
  "e_homo_ha": [-0.3071, -0.3071],
  "orbital_gap_ha": [0.279, 0.279],
  "species": ["C", "C", "C", "C", "C", "C", "O", "H", "H", "H", "H", "H", "H", "H", "H", "H", "H"],
  "xyz": [[-1.924425, -0.384367, -0.304074], [-1.151944, 0.913557, -0.335588], [-0.294540, 1.407194, 0.683059], [0.567966, 0.647188, -0.217818], [0.954397, -0.692772, -0.017832], [2.278784, -1.101856, -0.490427], [3.054469, -0.386782, -1.099529], [-2.990527, -0.131976, -0.292731], [-1.716322, -0.966610, 0.595372], [-1.735620, -0.999408, -1.189161], [-1.574494, 1.639057, -1.037471], [-0.169456, 2.487255, 0.768940], [0.055933, 0.333289, 1.899882], [1.283955, 1.237722, -0.787756], [0.249962, -1.491475, 0.181138], [0.545646, -0.370392, 1.867036], [2.566215, -2.139621, -0.223037]],
  "atomic_forces_ev_per_a": [[0.03, -0.07, 0.04], [-0.26, 0.05, 0.05], [0.00, 0.06, -0.30], [0.30, -0.10, 0.11], [-0.12, 0.10, -0.12], [0.15, 0.14, -0.13], [-0.23, -0.27, 0.21], [0.14, -0.02, -0.01], [0.00, 0.09, -0.13], [-0.03, 0.09, 0.12], [0.06, -0.09, 0.12], [-0.01, -0.14, 0.00], [0.01, -0.08, 0.00], [-0.10, -0.05, 0.10], [0.12, 0.11, -0.01], [-0.05, 0.06, -0.02], [-0.01, 0.11, -0.03]],
  "nbo_charge": [-0.634, -0.114, -0.213, -0.247, -0.347, 0.375, -0.555, 0.231, 0.224, 0.227, 0.211, 0.216, 0.012, 0.265, 0.221, 0.015, 0.113]
}

---

Record 2
{
  "formula": "C8H8F2O2S",
  "method": "wB97M-V/def2-TZVPD",
  "smiles": "CS(=O)(=O)C(F)(F)c1ccccc1",
  "lumo_ev": 0.64,
  "e_homo_ha": -0.3613,
  "orbital_gap_ha": 0.385,
  "species": ["C", "S", "O", "O", "C", "F", "F", "C", "C", "C", "C", "C", "C", "H", "H", "H", "H", "H", "H", "H", "H"],
  "xyz": [[-3.767251, -0.075489, -0.006698], [-2.068616, 0.305198, -0.687519], [-1.784975, 1.679037, -0.541054], [-2.039145, -0.150030, -2.078085], [-0.808765, -0.735846, 0.260840], [-0.903943, -2.024934, -0.218115], [-1.183951, -0.849293, 1.591682], [0.712962, -0.167956, 0.194779], [1.264784, 0.121209, -1.056704], [2.569457, 0.579268, -1.099815], [3.322013, 0.620197, 0.034388], [2.870432, 0.103390, 1.245334], [1.489487, -0.234996, 1.361049], [-4.413778, -0.346897, -0.923579], [-3.865207, -1.013267, 0.642496], [-4.114267, 0.822815, 0.587071], [0.713267, 0.054905, -1.992225], [3.194855, 0.795442, -1.877241], [4.365248, 1.085524, 0.074045], [3.409351, 0.104197, 2.226115], [1.038032, -0.672474, 2.263228]],
  "atomic_forces_ev_per_a": [[-0.65, -0.97, 0.05], [-1.33, -1.83, -2.41], [0.39, 1.53, 1.36], [0.05, -0.42, 1.72], [1.70, -0.43, 0.95], [0.13, 1.23, 0.05], [-0.03, 0.55, -1.15], [-1.95, -1.45, -0.22], [-0.09, 0.49, -0.18], [-0.58, -0.77, 1.66], [2.37, 0.39, 2.76], [-2.02, 0.41, 1.61], [0.62, -0.35, -0.98], [1.14, 0.98, 1.31], [0.77, 1.35, -0.75], [0.41, -1.03, -0.93], [-0.22, -0.08, 0.36], [0.36, 0.73, -2.96], [-1.49, -0.89, -0.54], [0.01, 0.01, -1.36], [0.42, 0.56, -0.35]],
  "nbo_charge": [-0.877, 2.066, -0.914, -0.929, 0.478, -0.326, -0.342, -0.103, -0.182, -0.223, -0.186, -0.209, -0.195, 0.272, 0.262, 0.261, 0.246, 0.222, 0.218, 0.225, 0.237]
}

---

Calculated values (hartree) of E_tot for the records, taken in order: -309.6415 -1057.9736.
Calculated values (kcal per mole) of relative energy (zero: lowest compared OMol25 entry of this formula, charge and spin) for the records, taken in order: 126.0 29.3.